{
  "formula": "C3NO5P",
  "method": "ωB97M-V with the def2-TZVPD basis set",
  "species": ["C", "C", "C", "N", "O", "O", "O", "O", "O", "P"],
  "positions_angstrom": [[1.869396, 0.928899, 0.055347], [1.034586, 0.758213, -1.042373], [-0.216717, -1.338421, 0.132712], [2.681559, 1.010742, 0.848737], [-2.618855, 1.062062, 0.385908], [0.770450, -1.729415, -0.285032], [-0.291698, 0.774475, -1.093137], [-0.307247, -0.419788, 1.164753], [-1.506989, -1.352386, -0.331232], [-1.414482, 0.305621, 0.164316]],
  "forces_ev_per_angstrom": [[-2.41, -0.41, -0.36], [-0.84, 0.48, -2.26], [-2.27, -0.54, 1.46], [1.88, 0.33, 1.53], [0.42, 0.14, 0.22], [2.88, -2.33, -1.36], [0.09, 0.22, 1.61], [-0.91, 1.98, 0.24], [0.50, 2.03, -0.33], [0.68, -1.91, -0.75]],
  "lowdin_charge": [-0.251, -0.020, -0.704, 0.222, -0.157, 0.251, -0.118, -0.007, 0.034, 0.751],
  "orbital_gap_ev": 7.870,
  "charge": 0,
  "total_energy_ha": -886.53532,
  "max_force_ev_per_a": 3.95,
  "multiplicity": 1
}